Record 1
Density functional theory data (ωB97M-V/def2-TZVPD) for a single C3H5N3 molecule.

energy relative to the best compared isomer or geometry (same formula, charge and spin): 1.8436 eV
LUMO energy: 1.040 eV
HOMO: -0.37493 Ha
SMILES string: Cc1cn[nH]n1
orbital gap: 11.24 eV
charge: 0

Each line ends with the natural charge from an NBO analysis.
Atoms and positions in Å:
H -1.8817 -1.3338 0.3827  0.237
H -2.0956 -0.2061 -0.9618  0.231
H -2.1080 0.4008 0.6964  0.225
H 2.6452 -0.5124 0.4163  0.420
H 0.2537 2.0704 0.1026  0.214
C 0.5848 1.0541 -0.0262  -0.086
C -0.1610 -0.1567 -0.0286  0.129
N 1.8417 0.7824 -0.2079  -0.240
N 0.6821 -1.1679 -0.1050  -0.237
N 1.8925 -0.5903 -0.2901  -0.246
C -1.6426 -0.3305 0.0279  -0.647



Record 2
Density functional theory data (ωB97M-V/def2-TZVPD) for a single C3H5N3 molecule.

energy relative to the best compared isomer or geometry (same formula, charge and spin): 0.3599 eV
LUMO energy: 0.939 eV
HOMO: -0.33253 Ha
SMILES string: [H]/N=C1\CN=CN1
orbital gap: 9.99 eV
charge: 0

Each line ends with the natural charge from an NBO analysis.
Atoms and positions in Å:
H 0.9809 1.6139 -1.7524  0.343
H 1.4025 0.8151 1.0117  0.230
C 0.3442 0.7703 0.7255  -0.342
N 0.5457 0.6970 -1.8424  -0.691
H -0.6388 -1.6145 -1.2745  0.423
C -0.7304 -1.1282 0.8156  0.257
C 0.2144 0.2466 -0.7032  0.425
H -1.2794 -2.0133 1.1263  0.195
N -0.4120 -0.9775 -0.5230  -0.625
H -0.0759 1.7777 0.8257  0.229
N -0.3513 -0.1873 1.5908  -0.444



Record 3
Density functional theory data (ωB97M-V/def2-TZVPD) for a gas-phase ion, C3H5N3 (charge +2).

energy relative to the best compared isomer or geometry (same formula, charge and spin): 3.8171 eV
LUMO energy: -11.611 eV
HOMO: -0.77006 Ha
SMILES string: C=[N+]=CN1C=[NH+]1
orbital gap: 9.34 eV
charge: +2

Each line ends with the natural charge from an NBO analysis.
Atoms and positions in Å:
H 1.3652 2.1438 -0.9068  0.344
N 2.0748 0.7084 0.7250  -0.268
N -1.2090 -0.5471 -0.1101  -0.262
N 0.5806 0.5794 0.6453  -0.219
H -1.7268 -1.0473 -1.9021  0.263
C -0.1065 -0.5419 0.4925  0.337
H -3.0776 -1.2128 -0.5967  0.285
C 1.3122 1.3461 -0.1108  0.536
H 2.4909 0.9421 1.5685  0.472
C -2.0672 -0.9513 -0.8588  0.204
H 0.3634 -1.4195 1.0539  0.306



Record 4
Density functional theory data (ωB97M-V/def2-TZVPD) for a single C3H5N3O molecule.

energy relative to the best compared isomer or geometry (same formula, charge and spin): 8.8314 eV
LUMO energy (alpha / beta): -0.999 / -0.184 eV
HOMO (alpha / beta): -0.29547 / -0.31452 Ha
orbital gap (alpha / beta): 7.04 / 8.37 eV
charge: 0

Each line ends with the natural charge from an NBO analysis.
Atoms and positions in Å:
C -0.3038 1.7567 0.0917  -0.080
H -1.3303 2.0914 0.1257  0.243
H 1.7134 0.9010 0.1398  0.239
O -4.0740 0.5279 -0.0580  -0.374
N -1.9685 -0.0942 0.0052  -0.102
C 0.6037 0.8788 -0.0298  -0.350
C 0.2164 -0.7132 -0.3023  -0.242
N -1.0382 -0.9759 0.2931  -0.375
N -3.2134 -0.3321 -0.0549  0.210
H 0.2360 -0.9429 -1.4864  0.215
H -1.1778 -1.5308 1.2141  0.393
H 1.0402 -1.3773 0.0045  0.224



Record 5
Density functional theory data (ωB97M-V/def2-TZVPD) for a single C3H5N3O molecule.

energy relative to the best compared isomer or geometry (same formula, charge and spin): 2.6104 eV
LUMO energy: 0.832 eV
HOMO: -0.34172 Ha
SMILES string: COc1ncn[nH]1
orbital gap: 10.13 eV
charge: 0

Each line ends with the natural charge from an NBO analysis.
Atoms and positions in Å:
C 1.9654 0.6526 1.2688  -0.269
H -2.1684 0.7197 0.4760  0.418
N -1.6449 -0.7157 -0.9338  -0.299
C -0.5010 -0.9690 -1.5070  0.131
N -1.3565 0.0198 0.1114  -0.377
C -0.0429 0.2168 0.2183  0.612
H 2.0414 -0.5186 1.4392  0.206
H 2.6789 1.0457 0.5154  0.208
N 0.5104 -0.4131 -0.7206  -0.570
O 0.5293 0.9554 1.0866  -0.479
H 2.3133 1.1115 2.2268  0.197
H -0.1927 -1.6418 -2.4301  0.220



Record 6
Density functional theory data (ωB97M-V/def2-TZVPD) for a single C3H5N3O molecule.

energy relative to the best compared isomer or geometry (same formula, charge and spin): 4.1531 eV
LUMO energy: 0.592 eV
HOMO: -0.30736 Ha
orbital gap: 8.96 eV
charge: 0

Each line ends with the natural charge from an NBO analysis.
Atoms and positions in Å:
N -0.1315 -0.2871 -0.7841  -0.678
H 0.2435 -1.1468 2.9811  0.100
H -1.9515 2.3066 -0.8704  0.401
C -0.1003 -0.9958 1.9363  -0.012
N 1.0152 -0.7784 1.2550  -0.629
H -1.8584 1.0766 -2.0697  0.360
N -1.5667 1.4216 -1.1566  -0.791
O 2.1547 -0.5425 -0.7035  -0.558
H -0.1448 -0.5941 -1.7610  0.381
C -0.7089 0.8635 -0.3166  0.212
H 1.9621 -0.7869 1.6357  0.392
C 1.0867 -0.5369 -0.1462  0.823



Record 7
Density functional theory data (ωB97M-V/def2-TZVPD) for a single C3H5N3O molecule.

energy relative to the best compared isomer or geometry (same formula, charge and spin): 2.7254 eV
LUMO energy: 0.823 eV
HOMO: -0.32254 Ha
SMILES string: C/N=c1\[nH]nco1
orbital gap: 9.60 eV
charge: 0

Each line ends with the natural charge from an NBO analysis.
Atoms and positions in Å:
C -2.3033 -0.4312 -0.0053  0.313
O -1.3248 -1.3459 0.0442  -0.428
H 1.6802 0.7251 0.8974  0.153
H 1.9606 0.7206 -0.9163  0.195
H -0.0308 1.5998 0.2520  0.433
N -1.9774 0.7781 -0.0202  -0.278
C -0.1624 -0.5846 -0.0859  0.631
C 2.0202 0.0599 -0.0193  -0.438
H -3.3392 -0.8347 -0.2011  0.207
N 1.0305 -1.0242 -0.1000  -0.517
H 3.0470 -0.3819 0.2630  0.225
N -0.6005 0.7190 -0.1086  -0.495



Record 8
Density functional theory data (ωB97M-V/def2-TZVPD) for a single C3H5N3O molecule.

energy relative to the best compared isomer or geometry (same formula, charge and spin): 1.1497 eV
LUMO energy: 0.858 eV
HOMO: -0.37193 Ha
SMILES string: OCc1nc[nH]n1
orbital gap: 10.98 eV
charge: 0

Each line ends with the natural charge from an NBO analysis.
Atoms and positions in Å:
H 2.6216 0.5501 -1.0971  0.415
C -1.6486 -0.3020 -0.2705  -0.102
C 1.7689 -0.3168 0.6587  0.175
H -1.9649 1.5282 -0.8153  0.469
H -1.9048 -0.7666 -1.2325  0.176
O -2.2969 0.9459 -0.1210  -0.700
N 0.5253 -0.6094 0.9635  -0.467
H 2.6401 -0.4943 1.2737  0.208
C -0.1590 -0.2051 -0.1436  0.263
N 1.8240 0.2406 -0.5640  -0.351
N 0.5917 0.3133 -1.0995  -0.290
H -2.0197 -0.9427 0.5316  0.204



Record 9
Density functional theory data (ωB97M-V/def2-TZVPD) for a single C3H5N3O molecule.

energy relative to the best compared isomer or geometry (same formula, charge and spin): 0.5274 eV
LUMO energy: 0.866 eV
HOMO: -0.27916 Ha
SMILES string: Nc1c[nH]c(O)n1
orbital gap: 8.46 eV
charge: 0

Each line ends with the natural charge from an NBO analysis.
Atoms and positions in Å:
C 0.3834 -1.1556 0.0331  -0.222
N -1.0221 -1.0370 0.1427  -0.559
C -1.2708 0.2856 0.0220  0.644
H 2.8216 0.0630 0.2778  0.375
N 2.1413 0.5977 -0.2444  -0.809
H -2.5371 1.6506 -0.0327  0.500
H -1.6890 -1.7345 -0.1393  0.417
H 2.2012 1.5819 -0.0137  0.383
O -2.5497 0.6891 0.0507  -0.661
C 0.8370 0.1270 -0.0967  0.282
H 0.8971 -2.1016 0.1056  0.215
N -0.2129 1.0338 -0.1052  -0.564



Record 10
Density functional theory data (ωB97M-V/def2-TZVPD) for a single C3H5N3O molecule.

energy relative to the best compared isomer or geometry (same formula, charge and spin): 3.8056 eV
LUMO energy: 0.817 eV
HOMO: -0.30720 Ha
SMILES string: [H]/N=c1/ocnn1C
orbital gap: 9.18 eV
charge: 0

Each line ends with the natural charge from an NBO analysis.
Atoms and positions in Å:
C -1.8884 -0.7883 0.0372  0.301
O -1.9426 0.5025 0.2134  -0.454
H 1.7738 -1.6291 -0.2195  0.241
H -3.0183 -1.1104 -0.0799  0.212
C -0.5682 0.9300 -0.1354  0.647
N -0.7532 -1.2049 -0.2615  -0.316
H 0.7806 2.3638 -0.2108  0.364
N -0.1430 2.1344 -0.0984  -0.766
H 1.7790 -0.3624 1.2094  0.219
C 1.5890 -0.6363 0.1818  -0.396
H 2.3142 0.0468 -0.4131  0.208
N 0.0770 -0.2462 -0.2233  -0.261



The highest charge belongs to which entry?
number 3



Number 5 is which compound?
C3H5N3O



What is the energy relative to the best compared isomer or geometry (same formula, charge and spin) in the fifth record?
2.6104 eV